Entry 1:
The following is a quantum chemistry calculation of C17H11F3NO7S3 as an isolated structure in a non-equilibrium geometry, from the OMol25 dataset.

The strongest force on any atom comes out at 4.15 eV Å⁻¹. As for the spin multiplicity: 1. The LUMO energy is 1.75 eV. The net charge is -1. The energy relative to the best compared isomer or geometry (same formula, charge and spin) comes out at 0.680 eV. The calculation puts the frontier orbital gap at 6.54 eV. The total energy is -74285.2016 eV. As for the HOMO energy: -4.79 eV.

Geometry as XYZ:
```
42
Properties=species:S:1:pos:R:3:forces:R:3
F -2.7700 2.3155 1.1580 0.303 1.002 -1.115
C -1.9742 1.8981 0.1118 0.320 -0.508 0.422
F -2.7528 1.6508 -0.9494 0.690 0.478 1.210
F -1.0463 2.8233 -0.2010 -1.291 -0.476 0.230
S -1.2861 0.3390 0.8117 -2.470 -1.054 -3.161
N -0.9359 -0.2412 -2.1038 -0.444 0.448 1.731
C -0.0672 0.3392 -2.9934 -0.264 -0.548 0.099
O 0.9972 0.9472 -2.7992 -1.496 -0.833 -0.095
C -0.6810 0.0685 -4.3497 0.033 0.151 -0.619
C -1.9307 -0.4934 -4.1431 -0.573 -0.032 -0.613
C -2.7780 -0.8084 -5.1882 0.025 0.024 0.075
C -2.3084 -0.5762 -6.4831 0.566 0.217 -0.115
C -1.0186 -0.0463 -6.6983 -0.417 -0.202 0.200
C -0.1921 0.2867 -5.6217 0.079 0.027 0.231
C -2.1308 -0.6643 -2.6621 1.233 0.244 0.073
O -3.1531 -1.1102 -2.1224 1.281 0.552 -0.406
H -3.7717 -1.2173 -4.9684 0.418 0.130 -0.220
H -2.9356 -0.8130 -7.3353 0.048 0.017 -0.021
H -0.6512 0.1067 -7.7053 -0.122 -0.033 -0.090
H 0.8217 0.6897 -5.7176 -0.423 -0.076 -0.226
C -0.0134 3.0144 3.1394 0.201 -1.632 -0.595
O 0.2547 2.0844 1.9832 -0.009 0.918 1.330
C -0.2209 0.8336 1.9607 2.303 -0.169 -0.839
S 1.8467 -0.2272 0.9383 -2.096 0.763 1.957
O 1.6375 -1.2383 -0.0608 0.002 -0.529 -0.062
O 2.8784 0.7618 0.7536 0.761 0.122 0.231
C 2.1340 -1.0870 2.5616 0.799 0.027 -0.441
C 1.1678 -1.1200 3.5570 -0.072 0.082 0.524
C 1.4525 -1.7377 4.7858 0.309 0.174 -0.089
C 2.7151 -2.3011 5.0038 -0.239 -0.081 0.189
C 3.6895 -2.2769 4.0126 -0.157 0.328 -0.748
C 3.3872 -1.6474 2.7965 -0.095 -0.353 0.670
S -0.4679 -0.3810 3.3205 0.467 -0.266 -0.596
O -0.8266 0.5326 4.3840 -0.002 -0.982 0.546
O -1.3401 -1.4716 2.8797 1.143 1.669 0.856
H 0.7945 2.8600 3.8376 0.046 -0.078 0.362
H -0.0437 4.0640 2.8680 0.048 -0.232 -0.876
H -0.9541 2.6681 3.5130 -0.416 0.294 0.641
H 0.7178 -1.7428 5.5874 0.046 0.009 -0.196
H 2.9561 -2.7627 5.9640 -0.254 0.140 -0.254
H 4.6744 -2.7407 4.1566 -0.499 0.286 0.032
H 4.1249 -1.5787 2.0179 0.218 -0.016 -0.227
```
Positions in Å, forces in eV/Å.

Atomic partial charges in e from the Mulliken method, atoms 1 to 4: atom 1 (F): -0.2400, atom 2 (C): 0.7441, atom 3 (F): -0.1800, atom 4 (F): -0.2092

Entry 2:
The following is a quantum chemistry calculation of C17H11F5N3O6STc as an isolated structure in a non-equilibrium geometry, from the OMol25 dataset.

The strongest force on any atom comes out at 1.63 eV Å⁻¹. As for the spin multiplicity: 2. The LUMO energy (spin up / spin down) is -5.10 / -5.44 eV. The net charge is +1. The energy relative to the best compared isomer or geometry (same formula, charge and spin) comes out at 0.266 eV. The calculation puts the frontier orbital gap (spin up / spin down) at 6.94 / 7.02 eV. The total energy is -61171.7535 eV. As for the HOMO energy (spin up / spin down): -12.03 / -12.46 eV.

Geometry as XYZ:
```
44
Properties=species:S:1:pos:R:3:forces:R:3
Tc -1.0897 -0.1344 -0.2411 0.320 -1.508 -0.532
C -1.8836 3.8040 -1.9149 -0.010 -0.011 -0.011
C -1.7231 2.3603 -1.6074 0.063 0.021 -0.089
N -1.2740 1.8898 -0.4912 0.015 0.044 0.100
O -0.8908 2.8001 0.4527 -0.107 0.009 0.035
C -2.0572 1.2905 -2.5505 -0.099 0.055 -0.049
C -2.6460 1.4393 -3.9069 0.025 0.006 -0.018
N -1.7774 0.1615 -1.9974 -0.031 0.974 -0.543
O -1.8754 -1.0683 -2.2338 0.002 -0.126 0.658
H -1.2751 4.4152 -1.2557 0.006 -0.001 -0.002
H -2.9299 4.0906 -1.7835 0.003 0.005 0.006
H -1.6142 3.9981 -2.9520 0.000 -0.001 0.001
H -0.4230 2.2804 1.1266 0.002 -0.011 0.021
H -3.5989 1.9672 -3.8551 0.004 -0.001 0.008
H -2.8089 0.4590 -4.3486 -0.007 0.004 -0.002
H -1.9778 2.0088 -4.5542 -0.001 0.001 0.002
O 0.3928 0.2923 1.0227 -0.050 0.389 0.113
C 1.3535 0.2206 0.1233 -0.062 0.082 0.059
O 0.9676 -0.0054 -1.0404 -0.092 -0.066 -0.038
C 2.7504 0.4153 0.5151 -0.020 -0.036 0.033
C 3.0772 0.6170 1.8546 -0.005 0.011 -0.004
C 4.4011 0.7943 2.2131 0.008 -0.001 -0.006
C 5.3573 0.7646 1.2148 0.004 -0.007 0.006
C 5.0574 0.5651 -0.1205 -0.004 0.002 0.003
C 3.7323 0.3866 -0.4727 0.010 -0.003 -0.008
N 6.7807 0.9562 1.5970 0.006 0.028 -0.009
O 7.5979 0.9302 0.7042 -0.018 -0.008 0.022
O 7.0160 1.1281 2.7720 -0.002 -0.012 -0.019
H 2.3014 0.6301 2.6074 0.002 -0.005 -0.003
H 4.7012 0.9517 3.2380 0.002 -0.001 0.001
H 5.8511 0.5516 -0.8518 0.003 -0.002 -0.001
H 3.4519 0.2242 -1.5041 0.002 -0.004 0.001
F -2.8100 -6.1127 2.1072 -0.002 -0.022 0.004
C -2.8573 -4.8255 1.8257 -0.011 0.009 0.004
C -3.9633 -4.0718 2.1943 0.018 0.009 0.003
F -4.9672 -4.6503 2.8281 -0.011 -0.011 0.005
C -4.0127 -2.7189 1.8991 0.016 -0.023 0.006
F -5.0788 -2.0187 2.2602 -0.008 0.005 -0.006
C -2.9667 -2.0927 1.2323 -0.055 0.057 -0.086
S -3.0386 -0.3783 0.8135 -0.027 0.150 0.198
C -1.8903 -2.8814 0.8856 0.006 -0.044 0.038
F -0.8306 -2.2821 0.2289 0.087 0.037 0.093
C -1.7965 -4.2256 1.1605 0.013 0.007 0.005
F -0.7325 -4.9267 0.8049 0.004 0.001 -0.003
```
Positions in Å, forces in eV/Å.

Atomic partial charges in e from the Mulliken method, atoms 1 to 4: atom 1 (Tc): 0.2855, atom 2 (C): -1.4303, atom 3 (C): 0.4619, atom 4 (N): 0.3686

Entry 3:
The following is a quantum chemistry calculation of C17H11IO2PbS4Sb as an isolated structure, from the OMol25 dataset.

The strongest force on any atom comes out at 0.65 eV Å⁻¹. As for the spin multiplicity: 1. The LUMO energy is 2.12 eV. The net charge is -1. The energy relative to the best compared isomer or geometry (same formula, charge and spin) comes out at 0.000 eV. The calculation puts the frontier orbital gap at 7.28 eV. The total energy is -85133.7209 eV. As for the HOMO energy: -5.15 eV.

Geometry as XYZ:
```
37
Properties=species:S:1:pos:R:3:forces:R:3
Pb 1.9274 -0.1407 -1.3957 -0.323 -0.552 -0.117
S 8.5763 -1.9412 -0.1171 0.225 0.007 0.044
Sb 6.3963 -2.2618 -0.3857 -0.123 -0.089 0.017
S 5.5536 -0.2046 -1.4982 -0.018 0.044 -0.037
S 3.2009 -0.9197 0.8511 0.127 0.085 0.038
S 5.1047 -0.1817 0.5412 -0.093 -0.030 0.005
I 3.3718 2.7156 -1.1307 0.379 0.158 -0.064
C 1.5816 3.5846 -0.5240 -0.136 -0.203 0.008
C 1.6071 4.9415 -0.3868 -0.227 0.112 0.104
C 0.4521 5.6228 0.0543 0.175 0.012 -0.048
C -0.6663 4.9096 0.3496 -0.087 -0.106 0.018
C -0.7022 3.4982 0.2065 -0.060 0.019 0.021
C -1.8918 2.8010 0.5337 0.044 0.127 0.002
C -1.9538 1.4536 0.3852 0.057 -0.174 -0.043
C -0.8341 0.7428 -0.1084 -0.220 -0.044 -0.040
C 0.3556 1.3420 -0.4324 0.246 0.350 0.051
C 0.4346 2.7716 -0.2610 -0.058 0.044 0.051
H 2.5103 5.4942 -0.6047 0.004 0.001 0.001
H 0.4724 6.6998 0.1630 0.004 -0.003 -0.002
H -1.5605 5.4107 0.7034 -0.004 -0.014 -0.003
H -2.7413 3.3674 0.8989 0.008 0.001 0.003
H -2.8580 0.9128 0.6385 -0.007 -0.009 -0.009
H -0.9494 -0.3264 -0.2469 -0.033 0.215 0.022
O 0.4907 -1.9732 -1.0314 -0.001 0.094 -0.321
C 0.0659 -2.3246 0.1245 -0.037 -0.189 0.093
O 0.5544 -1.9949 1.1986 -0.026 0.011 0.199
C -1.2001 -3.1739 0.1194 0.057 0.089 -0.043
C -1.6405 -3.8302 -1.0248 0.030 0.028 -0.026
C -2.8299 -4.5472 -1.0107 0.023 0.027 0.029
C -3.6001 -4.5963 0.1452 0.066 0.017 -0.008
C -3.1645 -3.9415 1.2900 0.044 0.021 -0.012
C -1.9659 -3.2396 1.2763 -0.036 -0.076 0.078
H -1.0381 -3.7615 -1.9212 -0.021 0.010 -0.010
H -3.1641 -5.0599 -1.9048 0.012 0.005 0.000
H -4.5360 -5.1421 0.1533 0.009 -0.005 -0.003
H -3.7604 -3.9769 2.1942 0.007 0.002 -0.005
H -1.5987 -2.7303 2.1575 -0.008 0.015 0.009
```
Positions in Å, forces in eV/Å.

Atomic partial charges in e from the Mulliken method, atoms 1 to 4: atom 1 (Pb): 0.5967, atom 2 (S): -0.6232, atom 3 (Sb): 0.5288, atom 4 (S): -0.2813

Entry 4:
The following is a quantum chemistry calculation of C17H11N5O7Rh as an isolated structure, from the OMol25 dataset.

The strongest force on any atom comes out at 0.83 eV Å⁻¹. As for the spin multiplicity: 1. The LUMO energy (spin up / spin down) is -5.13 / -5.13 eV. The net charge is +1. The calculation puts the frontier orbital gap (spin up / spin down) at 6.94 / 6.94 eV. The total energy is -42585.7390 eV. As for the HOMO energy (spin up / spin down): -12.08 / -12.08 eV.

Geometry as XYZ:
```
41
Properties=species:S:1:pos:R:3:forces:R:3
Rh 0.3477 0.5798 -0.7161 0.045 -0.069 -0.825
O -0.6433 -2.0413 -3.5871 -0.054 -0.121 -0.042
C -0.5703 -1.6607 -2.4554 0.093 0.163 -0.127
O 0.0016 -0.4428 -2.2360 -0.141 -0.317 -0.116
C -1.0633 -2.4346 -1.2946 -0.118 -0.248 -0.106
C -1.6396 -3.6761 -1.5756 0.148 0.304 0.025
C -2.1170 -4.4400 -0.5421 -0.013 -0.055 0.091
C -2.0441 -4.0144 0.7709 0.025 0.047 0.007
C -1.4764 -2.7902 1.0480 -0.118 -0.245 0.226
C -0.9694 -1.9649 0.0234 0.071 0.065 -0.331
O -0.4393 -0.8083 0.3511 0.190 0.467 0.393
N -1.4253 -2.3875 2.4705 -0.009 0.077 -0.338
O -0.9326 -1.3119 2.7386 -0.003 -0.010 0.259
O -1.8909 -3.1621 3.2716 -0.046 -0.109 0.207
N -2.7262 -5.7515 -0.8281 -0.032 0.105 -0.050
O -3.1373 -6.3860 0.1165 -0.019 -0.083 0.094
O -2.7784 -6.0910 -1.9886 0.018 -0.042 -0.075
H -1.7016 -4.0172 -2.5995 0.006 0.010 -0.002
H -2.4268 -4.6328 1.5699 0.016 0.035 0.011
N 1.6154 3.3895 0.5082 0.059 0.124 0.041
C 2.5072 2.3491 0.4374 0.076 -0.112 0.025
C 3.8272 2.5799 0.8569 -0.103 -0.029 -0.044
C 4.7327 1.5557 0.8094 -0.013 -0.066 -0.018
C 4.3313 0.2956 0.3459 -0.011 0.046 0.001
C 3.0368 0.1361 -0.0465 -0.033 -0.006 -0.009
N 2.1271 1.1500 -0.0138 0.197 0.011 0.387
C 0.2762 3.4526 0.2167 -0.145 -0.004 0.002
C -0.3930 4.6671 0.4380 0.053 -0.103 -0.028
C -1.7313 4.7519 0.1682 -0.046 -0.051 -0.021
C -2.4131 3.6298 -0.3217 0.044 0.019 0.005
C -1.7071 2.4811 -0.5150 0.019 -0.028 -0.003
N -0.3720 2.3856 -0.2600 -0.168 0.198 0.353
H 2.0047 4.2486 0.8685 -0.028 -0.064 -0.035
H 4.1070 3.5599 1.2175 -0.004 0.017 -0.001
H 5.7505 1.7208 1.1334 0.024 -0.001 0.004
H 5.0161 -0.5368 0.2973 0.004 -0.007 0.001
H 2.6581 -0.8112 -0.4109 0.013 0.031 0.019
H 0.1563 5.5144 0.8243 0.015 0.007 0.001
H -2.2574 5.6806 0.3383 -0.016 0.019 0.000
H -3.4689 3.6577 -0.5424 -0.009 -0.001 -0.001
H -2.1713 1.5756 -0.8869 0.013 0.030 0.019
```
Positions in Å, forces in eV/Å.

Atomic partial charges in e from the Mulliken method, atoms 1 to 4: atom 1 (Rh): 1.0263, atom 2 (O): -0.5706, atom 3 (C): 0.5203, atom 4 (O): -0.6375